# C22H51ClN5O9

A cluster of 4 separate species, C22H51ClN5O9 in total (the ωB97M-V functional and the def2-TZVPD basis, OMol25).

Cartesian coordinates (Å):
C: -3.880 5.135 0.791
N: -3.944 5.771 -0.531
C: -5.161 5.591 -1.272
N: -6.272 6.216 -0.560
N: -6.344 7.585 -0.552
C: -7.413 7.918 0.150
N: -8.045 6.861 0.606
C: -7.327 5.815 0.168
N: -7.701 4.566 0.465
Cl: -6.934 3.147 0.014
H: -3.338 5.787 1.472
H: -4.871 4.991 1.214
H: -3.341 4.189 0.764
H: -3.161 5.490 -1.110
H: -5.049 6.148 -2.203
H: -5.427 4.574 -1.557
H: -5.643 8.156 -0.997
H: -7.721 8.934 0.338
H: -8.542 4.463 1.011
C: 2.805 4.573 -3.515
O: 1.917 3.619 -2.970
C: 1.330 4.018 -1.745
C: -0.115 3.587 -1.654
O: -1.006 4.294 -2.507
C: -0.957 4.010 -3.899
C: -1.480 2.646 -4.287
O: -0.566 1.622 -3.950
C: -1.181 0.399 -3.611
H: 3.732 4.634 -2.937
H: 3.042 4.255 -4.528
H: 2.344 5.566 -3.558
H: 1.394 5.105 -1.622
H: 1.881 3.547 -0.920
H: -0.449 3.819 -0.639
H: -0.213 2.509 -1.791
H: 0.044 4.169 -4.300
H: -1.618 4.749 -4.357
H: -1.639 2.640 -5.374
H: -2.447 2.475 -3.797
H: -1.954 0.542 -2.846
H: -0.409 -0.253 -3.208
H: -1.629 -0.082 -4.487
C: 2.340 0.461 -1.283
O: 2.335 0.278 0.116
C: 1.537 -0.808 0.548
C: 2.171 -1.556 1.698
O: 3.299 -2.332 1.346
C: 4.522 -1.675 1.059
C: 5.204 -1.053 2.255
O: 4.558 0.141 2.662
C: 4.619 0.366 4.052
H: 1.379 0.858 -1.632
H: 3.120 1.182 -1.521
H: 2.560 -0.475 -1.808
H: 1.359 -1.508 -0.277
H: 0.564 -0.422 0.885
H: 1.432 -2.285 2.043
H: 2.384 -0.886 2.534
H: 4.408 -0.946 0.254
H: 5.179 -2.468 0.696
H: 6.240 -0.820 1.976
H: 5.223 -1.780 3.075
H: 4.282 -0.513 4.613
H: 3.954 1.198 4.277
H: 5.633 0.628 4.374
C: 0.354 -9.286 4.133
O: 0.852 -8.959 2.855
C: -0.144 -8.886 1.852
C: 0.124 -7.766 0.875
O: -0.081 -6.465 1.395
C: 0.891 -5.931 2.278
C: 2.195 -5.537 1.626
O: 2.983 -6.674 1.314
C: 3.756 -6.518 0.147
H: 0.034 -10.332 4.184
H: 1.162 -9.131 4.846
H: -0.487 -8.640 4.410
H: -1.134 -8.741 2.300
H: -0.157 -9.832 1.294
H: -0.611 -7.864 0.072
H: 1.115 -7.868 0.428
H: 1.068 -6.592 3.129
H: 0.437 -5.013 2.660
H: 2.756 -4.900 2.322
H: 1.986 -4.951 0.723
H: 3.140 -6.182 -0.696
H: 4.178 -7.492 -0.096
H: 4.574 -5.804 0.298

Results
spin multiplicity: 1
HOMO energy: -9.99 eV
total charge: +1
maximum force: 0.87 eV/A
gap between HOMO and LUMO: 7.0 eV

# C22H59N6O9

A cluster of 6 separate species, C22H59N6O9 in total in a non-equilibrium geometry (the ωB97M-V functional and the def2-TZVPD basis, OMol25).

Cartesian coordinates (Å):
N: 3.347 31.613 -25.888
O: 4.415 32.106 -25.627
O: 3.252 30.625 -26.591
O: 2.375 32.188 -25.481
C: -4.272 24.514 -27.313
O: -4.447 25.226 -26.072
C: -3.482 26.222 -25.656
C: -2.027 25.667 -25.392
N: -1.962 24.944 -24.110
C: -0.757 24.235 -24.023
C: -0.960 22.908 -23.142
O: -2.080 22.084 -23.582
C: -2.324 20.912 -22.822
H: -3.320 23.984 -27.283
H: -4.347 25.252 -28.111
H: -5.098 23.835 -27.528
H: -3.857 26.791 -24.805
H: -3.394 26.919 -26.489
H: -1.439 26.567 -25.212
H: -1.700 24.980 -26.173
H: -2.745 24.307 -24.088
H: -0.022 24.883 -23.548
H: -0.299 24.019 -24.988
H: -1.237 23.260 -22.148
H: -0.038 22.329 -23.080
H: -2.626 21.134 -21.798
H: -1.451 20.259 -22.818
H: -3.222 20.409 -23.179
C: 8.920 27.405 -29.101
C: 9.429 28.649 -28.391
C: 9.405 30.007 -29.095
O: 10.325 29.935 -30.123
C: 10.421 31.165 -30.871
N: 8.680 28.820 -27.169
H: 9.725 27.083 -29.761
H: 8.039 27.610 -29.708
H: 8.746 26.624 -28.361
H: 10.432 28.468 -28.004
H: 9.576 30.834 -28.406
H: 8.366 30.170 -29.381
H: 11.308 31.318 -31.485
H: 10.630 31.988 -30.188
H: 9.512 31.306 -31.456
H: 7.703 28.928 -27.402
H: 8.856 29.717 -26.738
C: -1.907 32.685 -20.564
C: -1.525 31.961 -19.293
C: -0.544 30.833 -19.559
O: -0.007 30.151 -18.416
C: 0.595 28.912 -18.781
N: -1.034 32.960 -18.407
H: -1.037 33.256 -20.888
H: -2.763 33.347 -20.436
H: -2.113 31.915 -21.308
H: -2.409 31.511 -18.841
H: 0.321 31.222 -20.096
H: -1.031 30.127 -20.232
H: -0.264 28.255 -18.923
H: 1.280 28.602 -17.992
H: 1.268 28.898 -19.638
H: -1.721 33.697 -18.335
H: -0.210 33.394 -18.798
C: 2.595 29.344 -32.826
C: 1.543 28.360 -32.336
C: 2.073 26.959 -31.932
O: 0.925 26.158 -31.811
C: 1.185 24.887 -31.199
N: 0.763 28.958 -31.277
H: 3.031 29.957 -32.039
H: 2.136 30.019 -33.549
H: 3.346 28.864 -33.453
H: 0.872 28.150 -33.169
H: 2.504 27.014 -30.932
H: 2.663 26.458 -32.699
H: 1.681 24.967 -30.231
H: 1.830 24.318 -31.867
H: 0.291 24.263 -31.192
H: 1.351 29.058 -30.461
H: 0.200 28.172 -30.985
C: 9.269 38.885 -28.302
C: 7.821 38.864 -27.862
C: 7.036 37.695 -28.465
O: 5.661 37.704 -28.117
C: 4.833 36.740 -28.798
N: 7.695 38.812 -26.407
H: 9.750 37.999 -27.889
H: 9.801 39.760 -27.929
H: 9.281 38.787 -29.388
H: 7.342 39.788 -28.187
H: 7.441 36.743 -28.123
H: 7.206 37.622 -29.539
H: 3.827 36.733 -28.380
H: 5.213 35.719 -28.758
H: 4.649 37.086 -29.815
H: 8.136 37.958 -26.096
H: 8.323 39.541 -26.099

Results
spin multiplicity: 1
HOMO energy: -3.97 eV
total charge: -1
maximum force: 4.31 eV/A
gap between HOMO and LUMO: 6.1 eV